Molecular formula: C2H4CdO2
Method: DFT, ωB97M-V/def2-TZVPD

Each line ends with the Mulliken charge.
CARTESIAN COORDINATES (ANGSTROEM)
O 0.234 1.369 0.208  -0.437
H -0.038 2.271 0.415  0.379
O 0.885 -1.044 -0.250  -0.441
Cd 2.033 0.579 -0.141  1.322
H 1.099 -1.969 -0.422  0.380
C -0.473 -0.793 -0.121  -0.020
C -0.814 0.475 0.076  0.144
H -1.158 -1.610 -0.320  0.350
H -1.768 0.721 0.554  0.323

Its charge is +2. As for the orbital gap: 6.60 eV. The value obtained for the HOMO energy is -19.14 eV. The value obtained for the calculated total energy is -10775.92723 eV.

=====

Molecular formula: C2H4Cl2
Method: DFT, ωB97M-V/def2-TZVPD

Each line ends with the Mulliken charge.
CARTESIAN COORDINATES (ANGSTROEM)
Cl 0.934 0.842 -1.776  -0.210
C -0.069 0.679 -0.310  -0.419
C 0.033 -0.755 0.251  -0.357
Cl -0.415 -0.639 2.001  -0.214
H -1.062 1.027 -0.593  0.319
H 0.272 1.512 0.304  0.306
H 1.024 -1.209 0.231  0.305
H -0.719 -1.458 -0.108  0.269

As for the orbital gap: 11.88 eV. The value obtained for the HOMO energy is -10.85 eV. The value obtained for the calculated total energy is -27183.68614 eV.

=====

Molecular formula: C2H4Cl2FNS
Method: DFT, ωB97M-V/def2-TZVPD

Each line ends with the Mulliken charge.
CARTESIAN COORDINATES (ANGSTROEM)
C -1.488 0.236 -0.786  -0.048
C 2.396 0.035 0.754  -0.050
N -1.405 -0.605 0.366  -0.228
F -1.242 1.447 -0.296  -0.260
S -0.149 -1.712 0.523  -0.122
Cl 3.243 -0.446 -0.717  -0.109
Cl 1.539 1.511 0.592  -0.066
H -2.453 0.326 -1.283  0.202
H -0.633 0.097 -1.500  0.194
H 1.820 -0.761 1.091  0.190
H -1.628 -0.127 1.255  0.297

As for the orbital gap (alpha / beta): 8.26 / 7.54 eV. The value obtained for the HOMO energy (alpha / beta) is -8.99 / -8.93 eV. The value obtained for the calculated total energy is -42223.05616 eV.

=====

Molecular formula: C2H4Cl2N3O2
Method: DFT, ωB97M-V/def2-TZVPD

Each line ends with the Mulliken charge.
CARTESIAN COORDINATES (ANGSTROEM)
C 0.664 -0.022 0.279  0.429
C 2.115 0.032 0.406  0.376
N 0.107 -1.151 -0.204  -0.399
N -0.033 1.083 0.510  -0.310
N 2.618 0.130 -1.590  0.911
O 2.306 1.175 -1.988  -0.396
O 3.118 -0.888 -1.837  -0.399
Cl 2.749 1.518 0.988  -0.146
Cl 2.725 -1.461 0.870  -0.046
H 0.648 -1.945 -0.486  0.213
H -0.902 -1.103 -0.462  0.240
H 0.606 1.745 1.049  0.235
H -1.070 0.956 0.606  0.293

Its charge is +1. As for the orbital gap: 8.53 eV. The value obtained for the HOMO energy is -13.87 eV. The value obtained for the calculated total energy is -35737.99801 eV.

=====

Molecular formula: C2H4Cl2S
Method: DFT, ωB97M-V/def2-TZVPD

Each line ends with the Mulliken charge.
CARTESIAN COORDINATES (ANGSTROEM)
C 0.323 -1.355 0.050  -1.046
C -0.360 0.545 -0.066  0.261
S 1.069 1.625 -0.181  -0.166
Cl -1.344 1.053 1.230  -0.137
Cl -1.264 0.372 -1.610  -0.148
H 1.312 -1.316 -0.387  0.355
H 0.224 -1.656 1.000  0.376
H -0.477 -1.902 -0.434  0.372
H 0.519 2.634 0.398  0.133

As for the orbital gap: 10.09 eV. The value obtained for the HOMO energy is -9.47 eV. The value obtained for the calculated total energy is -38016.92296 eV.

=====

Molecular formula: C2H4Cl3N2
Method: DFT, ωB97M-V/def2-TZVPD

Each line ends with the Mulliken charge.
CARTESIAN COORDINATES (ANGSTROEM)
N 2.125 -0.146 0.005  -0.354
C 0.803 -0.321 0.214  0.234
N -0.093 0.416 -0.271  -0.325
C -1.761 0.025 -0.024  0.526
Cl -2.615 0.847 -1.295  -0.074
Cl -2.192 0.667 1.488  -0.021
Cl -1.810 -1.729 -0.087  -0.089
H 2.816 -0.560 0.531  0.255
H 2.441 0.767 -0.320  0.259
H 0.297 -1.035 0.769  0.329
H -0.010 1.070 -1.010  0.259

Its charge is +1. As for the orbital gap: 11.69 eV. The value obtained for the HOMO energy is -15.53 eV. The value obtained for the calculated total energy is -42678.46765 eV.

=====

What did we get for relative energy (zero: lowest compared OMol25 entry of this formula, charge and spin)? Answer: 0.0 26.3 88.0 8.3 202.7 57.0 kJ/mol, in the order shown.